# 1
Below is a cluster of 2 separate species, C6H15N3 in total, with properties calculated with ωB97M-V/def2-TZVPD.

relative energy (zero: lowest compared OMol25 entry of this formula, charge and spin)	111.9	kcal per mole

Geometry as ORCA input:
```
! wB97M-V def2-TZVPD RIJCOSX def2/J DEFGRID3
* xyz 0 1
H 0.699 0.588 -2.149
N -0.284 0.674 -1.908
C -0.575 0.435 -0.696
C -2.023 0.586 -0.316
C 0.365 1.322 0.671
C 1.428 2.022 0.289
C -0.088 1.303 2.107
H -2.664 0.186 -1.101
H -2.232 0.091 0.629
H -2.268 1.641 -0.212
H 1.714 2.112 -0.755
H 2.027 2.604 0.984
H -0.196 0.274 2.463
H 0.600 1.847 2.761
H -1.085 1.743 2.198
C 1.376 -1.836 -1.000
N 0.289 -1.394 -0.133
N -0.875 -2.211 -0.040
H 1.055 -2.529 -1.778
H 1.822 -0.972 -1.502
H 2.169 -2.306 -0.422
H 0.621 -0.749 0.618
H -0.612 -3.140 0.276
H -1.263 -2.292 -0.982
*
```

***

# 2
Below is an isolated molecule of C5H7NOS, with properties calculated with ωB97M-V/def2-TZVPD.

relative energy (zero: lowest compared OMol25 entry of this formula, charge and spin)	123.5	kcal per mole

Geometry as ORCA input:
```
! wB97M-V def2-TZVPD RIJCOSX def2/J DEFGRID3
* xyz 0 1
O -1.027 2.302 -0.291
C -0.200 1.241 -0.130
C 0.069 0.052 -1.099
N 1.328 -0.633 -0.755
C 1.391 -0.243 0.590
C -0.223 0.075 0.932
C -0.864 -0.729 -0.208
S -2.576 -0.573 -0.165
H -0.026 0.110 -2.107
H 2.144 -0.243 -1.113
H 1.951 0.666 0.882
H 1.732 -1.109 1.036
H -0.684 0.063 1.869
H -0.541 -1.716 -0.249
H -2.472 0.736 0.807
*
```

***

# 3
Below is a cluster of 2 separate species, C8H9NO4 in total, with properties calculated with ωB97M-V/def2-TZVPD.

relative energy (zero: lowest compared OMol25 entry of this formula, charge and spin)	116.7	kcal per mole

Geometry as ORCA input:
```
! wB97M-V def2-TZVPD RIJCOSX def2/J DEFGRID3
* xyz 0 1
C 0.259 1.786 -1.316
C 1.160 2.205 -2.308
C 2.481 1.719 -2.294
C 2.879 0.768 -1.338
C 1.951 0.346 -0.373
C 0.684 0.942 -0.279
C -0.199 0.548 0.947
C -0.639 1.641 1.999
O -1.520 0.938 2.812
O 0.456 -0.302 1.684
O -3.202 -2.880 -0.546
N -2.048 -3.162 -0.244
O -1.284 -3.932 -0.818
H -0.791 2.102 -1.346
H 0.839 2.917 -3.084
H 3.206 2.085 -3.028
H 3.889 0.360 -1.326
H 2.249 -0.432 0.322
H -1.149 0.128 0.531
H 0.213 1.898 2.633
H -1.126 2.488 1.489
H -1.944 1.586 3.402
*
```

***

# 4
Below is a structure of composition C6H12O, with properties calculated with ωB97M-V/def2-TZVPD.

relative energy (zero: lowest compared OMol25 entry of this formula, charge and spin)	101.2	kcal per mole

Geometry as ORCA input:
```
! wB97M-V def2-TZVPD RIJCOSX def2/J DEFGRID3
* xyz 0 1
C -2.005 0.949 -0.222
C -0.982 -0.852 0.844
C -0.608 -1.589 -0.407
O 0.494 -0.927 -1.048
C 1.300 -0.367 -0.003
C 1.962 0.908 -0.509
C 0.327 -0.174 1.204
H -2.999 0.769 -0.650
H -1.225 0.930 -0.986
H -1.965 1.853 0.395
H -1.948 0.016 0.621
H -0.304 -2.599 -0.054
H -1.412 -1.720 -1.140
H 2.080 -1.100 0.275
H 2.559 0.708 -1.408
H 2.626 1.325 0.260
H 1.204 1.662 -0.759
H 0.185 0.880 1.478
H 0.710 -0.671 2.110
*
```

***

The highest relative energy (zero: lowest compared OMol25 entry of this formula, charge and spin) belongs to which entry?
C5H7NOS

***

Repeat the third record exactly.
Below is a cluster of 2 separate species, C8H9NO4 in total, with properties calculated with ωB97M-V/def2-TZVPD.

relative energy (zero: lowest compared OMol25 entry of this formula, charge and spin)	116.7	kcal per mole

Geometry as ORCA input:
```
! wB97M-V def2-TZVPD RIJCOSX def2/J DEFGRID3
* xyz 0 1
C 0.259 1.786 -1.316
C 1.160 2.205 -2.308
C 2.481 1.719 -2.294
C 2.879 0.768 -1.338
C 1.951 0.346 -0.373
C 0.684 0.942 -0.279
C -0.199 0.548 0.947
C -0.639 1.641 1.999
O -1.520 0.938 2.812
O 0.456 -0.302 1.684
O -3.202 -2.880 -0.546
N -2.048 -3.162 -0.244
O -1.284 -3.932 -0.818
H -0.791 2.102 -1.346
H 0.839 2.917 -3.084
H 3.206 2.085 -3.028
H 3.889 0.360 -1.326
H 2.249 -0.432 0.322
H -1.149 0.128 0.531
H 0.213 1.898 2.633
H -1.126 2.488 1.489
H -1.944 1.586 3.402
*
```